(1)
12
Properties=species:S:1:pos:R:3 method="wB97M-V/def2-TZVPD" e_lumo_ev=4.63 smiles=CO[C@H](C)[O-] de_lowest_ev=1.902 energy_ha=-268.97011 total_charge=-1 largest_force_ev_per_a=0.9
C -0.7333 0.7819 -1.2682
C 0.1518 -0.3946 -0.8254
C 0.5506 -0.3597 1.6815
H -0.2357 -1.1023 1.5259
H -0.1412 1.6838 -1.4684
O -0.4551 -1.4845 -0.5754
H -1.2182 0.5269 -2.2122
H 0.1423 0.3630 2.4068
H 1.0762 -0.4332 -1.4232
H -1.4328 1.0454 -0.4755
H 1.3929 -0.8917 2.1394
O 0.9023 0.2651 0.4946



(2)
14
Properties=species:S:1:pos:R:3 method="wB97M-V/def2-TZVPD" e_lumo_ev=0.21 de_lowest_ev=6.328 energy_ha=-324.49190 total_charge=0 largest_force_ev_per_a=0.5
C -0.2379 0.5544 0.6691
H 1.4486 1.6157 -0.1201
H -0.0781 2.6316 0.1236
H -0.3597 1.2245 -1.1725
H 1.6390 -2.2065 0.3722
H -0.7379 -2.1258 -1.0556
C 0.1953 -0.7844 0.4012
C 0.3709 1.6444 0.0281
H -1.2469 0.5988 -1.4236
C -1.9035 -0.2964 -0.5153
O -1.5620 0.6340 0.5287
H 1.8354 -1.0474 1.5676
N 1.4694 -1.2501 0.6486
C -0.8049 -1.2455 -0.4241



(3)
14
Properties=species:S:1:pos:R:3 method="wB97M-V/def2-TZVPD" e_lumo_ev=1.11 de_lowest_ev=2.892 energy_ha=-266.61571 total_charge=0 largest_force_ev_per_a=0.4
H -0.1719 -1.4874 -0.9849
H -0.9378 -0.7492 -2.4132
C -1.0902 1.0667 -0.3547
H -1.4581 1.9329 0.1747
C -0.0169 0.7483 -1.0868
C 1.4312 0.0676 1.7438
N 0.9287 -1.0338 1.3727
H 0.8134 0.7725 2.3026
C -0.6500 -0.5892 -1.3758
H 2.4551 0.3936 1.5353
H 0.8534 1.2731 -1.4565
N -1.8221 -0.1396 -0.5655
H -1.9491 -0.6910 0.2765
H 1.6143 -1.5644 0.8319



(4)
30
Properties=species:S:1:pos:R:3 method="wB97M-V/def2-TZVPD" e_lumo_ev=0.71 smiles=CCC[C@@H](CN)NC.O.O de_lowest_ev=2.167 energy_ha=-500.52630 total_charge=0 largest_force_ev_per_a=4.9
C 0.1081 2.0850 -1.8114
H -1.9704 -1.0407 -0.2254
H -1.7406 -0.9429 -3.2945
H 0.7506 -1.8553 3.1050
C 0.4043 -0.1071 1.1570
H 1.3679 0.4015 1.0270
H 0.8870 -3.3580 2.3492
H 1.5003 -1.7575 0.3466
H -0.1919 -2.1509 0.8640
C -0.2737 0.3673 -0.1139
H 2.3734 -2.3520 2.4202
H -0.0402 0.2773 2.0918
H 3.4550 1.8571 1.1696
N 0.1057 1.7707 -0.3766
O -1.4613 -1.7720 -2.8504
H 2.4776 0.9076 1.8265
H 1.0355 2.6090 -2.0035
H 0.1590 1.2238 -2.4284
H 0.2012 -0.2200 -0.9330
H -0.4057 2.4078 0.2010
H -3.2432 0.1924 -1.6708
C 0.7235 -1.6124 1.0950
C 1.3425 -2.3344 2.2957
H -2.3049 0.3340 0.7623
N -2.3486 0.5166 -1.3830
H -1.3871 -1.3400 -1.9809
H -0.6078 2.8256 -2.2194
C -1.7392 0.0393 -0.1560
O 3.2064 1.5091 2.0340
H -2.3833 1.5192 -1.2976